22
Properties=species:S:1:pos:R:3:mulliken_charge:R:1 method="wB97M-V/def2-TZVPD" homo_ev=-8.063 de_lowest_kcal_mol=35.8 lumo_ev=0.81 multiplicity=1 max_force_ev_per_a=4.91
C 2.621 0.579 -0.605 -0.988
C -1.487 -0.725 1.825 -0.999
C -0.962 1.725 -0.464 -1.148
C 2.004 -0.631 0.056 -0.195
C 0.731 -1.078 -0.602 -1.661
N -2.747 -0.601 -0.861 -0.475
Si -1.310 -0.100 0.017 0.517
H 2.978 1.250 0.106 0.295
H 3.493 0.632 -1.261 0.315
H 1.759 0.932 -1.227 0.167
H -2.557 -0.297 2.081 0.248
H -1.783 -1.809 1.636 0.244
H -0.793 -0.651 2.620 0.396
H -1.769 2.346 -0.218 0.410
H -0.124 2.239 -0.027 0.343
H -0.685 1.576 -1.510 0.275
H 2.614 -1.556 0.065 0.346
H 1.882 -0.547 1.092 0.286
H 0.376 -2.026 -0.387 0.542
H 0.860 -1.148 -1.606 0.676
H -3.241 -1.280 -0.426 0.196
H -3.346 -0.063 -1.343 0.211